No. 1
61
Properties=species:S:1:pos:R:3 method="wB97M-V/def2-TZVPD" e_tot_ev=-110951.0681 multiplicity=1 total_charge=0
Sn -0.24 -0.08 0.90
C -0.71 -2.53 -2.85
C -0.16 -3.70 -2.05
S 1.05 -3.25 -0.76
C 2.49 -2.80 -1.79
C 3.51 -1.99 -1.00
S 2.92 -0.39 -0.36
C 2.83 0.54 -1.94
C 1.99 1.81 -1.85
S 0.23 1.61 -1.39
C -0.33 0.78 -2.94
C -1.68 0.11 -2.82
S -1.71 -1.40 -1.81
H -1.37 -2.92 -3.64
H 0.09 -1.97 -3.32
H 0.31 -4.43 -2.71
H -0.96 -4.20 -1.50
H 2.14 -2.25 -2.66
H 2.95 -3.73 -2.13
H 4.38 -1.79 -1.62
H 3.83 -2.53 -0.11
H 2.45 -0.13 -2.70
H 3.85 0.82 -2.20
H 2.02 2.31 -2.81
H 2.38 2.48 -1.09
H 0.43 0.06 -3.25
H -0.38 1.57 -3.68
H -2.05 -0.16 -3.81
H -2.40 0.77 -2.34
O -4.13 2.02 0.62
C -3.26 1.31 1.08
O -2.15 0.99 0.48
C -3.43 0.70 2.46
C -2.99 -0.59 2.69
C -3.03 -1.14 3.96
C -3.54 -0.43 5.02
C -4.04 0.84 4.77
C -3.99 1.42 3.51
N -4.61 1.60 5.88
O -4.96 2.75 5.66
O -4.72 1.04 6.96
N -2.47 -2.47 4.17
O -1.84 -2.96 3.25
O -2.66 -3.01 5.24
H -2.63 -1.20 1.87
H -3.56 -0.84 6.02
H -4.36 2.42 3.35
F 2.99 3.11 3.49
C 2.33 2.14 2.84
F 2.36 2.44 1.52
F 3.02 1.00 2.99
C 0.86 1.95 3.32
O 0.34 0.81 2.80
C 0.02 3.18 2.86
F -0.16 3.15 1.53
F -1.19 3.17 3.42
F 0.60 4.36 3.15
C 0.83 1.85 4.87
F 1.06 3.02 5.48
F 1.74 0.97 5.31
F -0.38 1.42 5.28

No. 2
48
Properties=species:S:1:pos:R:3 method="wB97M-V/def2-TZVPD" e_tot_ev=-27638.3077 multiplicity=1 de_lowest_ev=0.9909 total_charge=0
C -3.01 -4.17 -1.53
C -3.54 -2.98 -0.74
C -2.44 -1.96 -0.26
C -3.20 -0.88 0.56
C -1.27 -2.69 0.48
C -0.06 -1.83 0.99
C 0.98 -2.83 1.56
C 2.23 -2.17 2.17
C 0.54 -0.97 -0.10
O 0.83 -1.40 -1.20
N 0.85 0.34 0.06
C 0.43 1.05 1.13
N 0.47 2.34 1.22
C 1.12 3.10 0.27
C 2.42 2.77 -0.12
C 3.04 3.48 -1.14
C 2.43 4.55 -1.82
C 3.08 5.24 -2.96
C 1.17 4.98 -1.31
C 0.52 4.23 -0.29
N -0.12 0.38 2.21
C -0.48 -0.91 2.16
O -1.20 -1.28 3.06
H -2.37 -3.85 -2.38
H -3.82 -4.77 -1.94
H -2.41 -4.81 -0.87
H -4.04 -3.35 0.18
H -4.34 -2.50 -1.32
H -2.04 -1.47 -1.16
H -3.40 -1.20 1.57
H -2.61 0.06 0.62
H -4.18 -0.58 0.12
H -0.83 -3.43 -0.19
H -1.71 -3.23 1.30
H 0.52 -3.44 2.34
H 1.28 -3.49 0.75
H 2.75 -1.64 1.37
H 1.97 -1.50 2.99
H 2.94 -2.92 2.54
H 1.04 0.88 -0.77
H 2.99 2.00 0.38
H 4.06 3.22 -1.44
H 2.69 4.79 -3.87
H 2.89 6.33 -2.93
H 4.16 5.09 -2.90
H 0.65 5.84 -1.75
H -0.44 4.58 0.07
H -0.56 0.98 2.89

No. 3
59
Properties=species:S:1:pos:R:3 method="wB97M-V/def2-TZVPD" e_tot_ev=-76983.7875 multiplicity=1 de_lowest_ev=1.3649 total_charge=+2
I -0.70 -3.04 0.16
I -2.12 -0.74 -1.20
La 1.68 -0.11 -1.27
P 3.91 1.27 -2.14
C 4.52 2.53 -0.98
C 5.30 0.12 -2.29
H 6.18 0.64 -2.69
H 4.81 2.48 -4.03
H 5.02 -0.71 -2.95
H 3.48 1.38 -4.50
H 4.74 2.10 0.01
H 5.55 -0.28 -1.30
C 3.82 2.10 -3.75
H 5.44 2.93 -1.41
H 3.11 2.93 -3.69
H 3.80 3.34 -0.83
P -2.12 -3.63 -1.98
C -3.34 -3.59 -0.61
C -2.99 -3.18 -3.51
H -1.01 -5.49 -2.99
H -2.75 -5.78 -2.71
H -1.62 -5.90 -1.32
C -1.82 -5.38 -2.27
H -2.25 -3.09 -4.33
H -3.73 -3.94 -3.79
H -3.82 -4.55 -0.39
H -4.00 -2.74 -0.66
H -3.45 -2.18 -3.37
H -2.79 -3.34 0.34
Cl 1.70 -1.43 -3.59
C -3.11 1.74 1.01
N -1.69 2.02 1.18
C -1.19 3.07 0.23
P -0.56 0.91 1.58
O 0.45 0.43 0.54
N 0.44 1.80 2.52
C 1.90 1.93 2.50
C -0.28 2.59 3.49
N -1.27 -0.34 2.42
C -0.30 -1.31 3.06
C -2.37 -0.09 3.36
H -3.46 2.34 0.17
H -3.70 2.08 1.88
H -3.30 0.68 0.81
H -1.41 4.10 0.63
H -0.08 2.96 0.06
H -1.72 2.91 -0.75
H 2.22 2.79 1.87
H 2.15 2.15 3.55
H 2.40 1.00 2.17
H -0.76 3.45 3.02
H -1.06 1.98 3.99
H 0.48 2.92 4.21
H 0.05 -0.88 4.00
H -0.94 -2.18 3.29
H 0.51 -1.60 2.35
H -1.94 0.29 4.28
H -3.15 0.59 3.02
H -2.86 -1.04 3.59